No. 1
Molecular formula: C46H36CdCl2N3O2P2S2
Method: DFT, wB97M-V/def2-TZVPD

Calculated values
**Kohn-Sham gap**: 7.05 eV
**Net charge**: +1
**LUMO energy**: -2.53 eV
**E_HOMO**: -9.580 eV

Positions of all 94 atoms, in Å:
Cd 0.31 1.29 1.20
O 4.35 -0.63 -0.59
S 2.97 -0.06 -0.58
C 3.04 1.32 -1.67
C 4.37 1.64 -2.13
C 4.52 2.72 -2.95
C 3.45 3.50 -3.27
C 2.16 3.31 -2.84
C 2.01 2.17 -2.00
P 0.30 1.94 -1.43
C -0.56 3.51 -1.62
C -1.32 3.78 -2.80
C -2.00 4.98 -2.80
C -1.93 5.88 -1.74
C -1.15 5.56 -0.54
C -0.48 4.37 -0.53
C -0.51 0.88 -2.65
C -1.82 0.39 -2.44
C -2.44 -0.26 -3.48
C -1.84 -0.52 -4.74
C -0.49 -0.19 -4.86
C 0.11 0.59 -3.86
C 1.96 -1.06 -1.59
C 2.28 -1.33 -2.92
C 1.64 -2.36 -3.56
C 0.55 -3.08 -2.94
C 0.28 -2.83 -1.66
C 1.00 -1.82 -0.95
P 0.54 -1.36 0.76
C -1.07 -2.21 1.00
C -2.21 -1.71 0.42
C -3.50 -2.23 0.72
C -3.59 -3.42 1.48
C -2.43 -3.93 2.04
C -1.23 -3.35 1.79
C 1.65 -2.45 1.71
C 1.57 -2.53 3.10
C 2.29 -3.41 3.90
C 3.21 -4.23 3.24
C 3.24 -4.23 1.85
C 2.51 -3.32 1.07
H 5.16 1.03 -1.74
H 5.44 2.99 -3.49
H 3.58 4.36 -3.88
H 1.39 3.97 -2.93
H -1.33 3.14 -3.63
H -2.67 5.26 -3.65
H -2.42 6.83 -1.75
H -1.26 6.24 0.27
H 0.10 4.02 0.32
H -2.27 0.44 -1.49
H -3.48 -0.43 -3.30
H -2.36 -1.03 -5.54
H -0.07 -0.46 -5.82
H 1.10 0.97 -4.19
H 3.17 -0.90 -3.35
H 1.95 -2.78 -4.53
H -0.04 -3.87 -3.37
H -0.53 -3.40 -1.20
H -2.21 -0.83 -0.26
H -4.41 -1.92 0.21
H -4.61 -3.89 1.66
H -2.45 -4.80 2.64
H -0.38 -3.91 2.06
H 0.84 -1.84 3.51
H 2.21 -3.31 5.00
H 3.89 -4.78 3.83
H 3.84 -4.94 1.27
H 2.68 -3.28 -0.01
Cl -0.55 -1.05 5.78
C -1.73 -0.39 4.68
C -3.06 -0.70 4.89
C -3.99 -0.48 3.91
Cl -5.57 -1.13 3.97
C -3.70 0.39 2.78
C -4.64 0.93 1.82
C -4.20 1.69 0.80
C -2.76 1.96 0.78
N -1.90 1.54 1.60
C -2.32 0.83 2.66
C -1.33 0.36 3.58
O -0.08 0.45 3.27
H -3.30 -1.33 5.73
H -5.68 0.70 2.04
H -4.96 2.02 0.06
H -2.34 2.43 -0.09
N 2.58 0.30 3.97
C 3.04 0.87 2.92
N 4.13 0.31 2.36
S 2.41 2.37 2.17
H 2.82 -0.64 4.23
H 1.61 0.50 4.18
H 4.47 -0.63 2.67
H 4.43 0.52 1.43

=====

No. 2
Molecular formula: C3H7NO2S
Method: DFT, wB97M-V/def2-TZVPD

Calculated values
**Kohn-Sham gap**: 9.40 eV
**LUMO energy**: 0.31 eV
**E_HOMO**: -9.093 eV

Positions of all 14 atoms, in Å:
C -0.16 0.00 -0.13
C 1.13 0.41 0.32
C -0.72 -1.32 0.21
H -1.34 1.43 1.15
H -1.17 1.67 -0.74
H -0.08 -0.31 -1.22
H 1.31 1.47 -0.07
H 1.30 0.57 1.38
H 3.10 0.11 -0.50
H -2.20 -0.47 -0.54
N -1.12 1.07 0.14
O -2.06 -1.49 -0.39
O -0.05 -2.17 0.60
S 2.07 -0.97 -0.21

=====

No. 3
Molecular formula: C4H13N2S
Method: DFT, wB97M-V/def2-TZVPD

Calculated values
**Kohn-Sham gap (spin up / spin down)**: 4.45 / 5.09 eV
**Net charge**: +2
**Spin multiplicity**: 2
**LUMO energy (spin up / spin down)**: -12.05 / -11.22 eV
**E_HOMO (spin up / spin down)**: -16.505 / -16.312 eV

Positions of all 20 atoms, in Å:
N 4.31 -0.78 -0.05
C -2.10 -0.27 -0.86
C -3.29 -0.83 -1.28
S 1.51 0.13 -0.89
C -1.45 -0.44 0.44
N -0.86 0.88 0.96
C -1.09 1.14 2.36
H 3.25 -0.85 -0.25
H 5.03 -1.52 -0.03
H 4.56 0.05 0.50
H -1.58 0.43 -1.52
H -3.65 -1.66 -0.69
H -3.77 -0.47 -2.19
H 1.99 0.06 -2.14
H -2.04 -0.84 1.26
H -0.50 -1.02 0.20
H 0.13 0.67 0.82
H -0.50 0.42 2.97
H -2.14 1.16 2.61
H -0.56 2.06 2.67

=====

No. 4
Molecular formula: C3H12NO2
Method: DFT, wB97M-V/def2-TZVPD

Calculated values
**Kohn-Sham gap**: 11.94 eV
**Net charge**: +1
**LUMO energy**: -3.24 eV
**E_HOMO**: -15.176 eV

Positions of all 18 atoms, in Å:
C -0.76 -0.52 0.32
C 0.00 0.20 1.42
C 1.48 0.44 1.15
O -0.67 1.48 1.52
N -0.91 0.40 -0.86
H -0.44 -1.49 -0.04
H -1.77 -0.70 0.70
H -0.19 -0.32 2.34
H 1.66 1.46 0.81
H 1.81 -0.23 0.36
H 2.06 0.34 2.06
H -1.20 1.53 2.33
H -1.78 0.23 -1.36
H -0.11 0.31 -1.48
H -0.85 1.34 -0.47
H 1.00 -1.89 -2.42
H 0.50 -1.10 -3.61
O 0.19 -1.46 -2.77

=====

| no. | electronic energy (eV) | strongest force on any atom (eV Å⁻¹) |
| --- | --- | --- |
| 1 | -126704.0594 | 4.64 |
| 2 | -19642.3042 | 5.96 |
| 3 | -18149.7785 | 3.78 |
| 4 | -8884.3477 | 1.06 |